Computed, not measured: a cluster of 8 separate species, C36H46N3O23P in total at a distorted geometry, with wB97M-V/def2-TZVPD.

The electronic energy comes out at -3635.60751 Ha. The value obtained for the HOMO energy is -0.3326 hartree. Its frontier orbital gap is 7.4 eV. For the relative energy (zero: lowest compared OMol25 entry of this formula, charge and spin), the calculation gives 0.000 eV.

Each line ends with the Mulliken charge.
CARTESIAN COORDINATES (ANGSTROEM)
O (-5.2082, 4.3440, -5.0702)  -0.566
C (-4.1835, 3.7880, -4.8001)  0.286
C (-3.1043, 3.5077, -5.7312)  -0.727
C (-1.8922, 3.1367, -5.3129)  0.095
O (-0.9121, 2.8080, -6.1456)  -0.606
C (-1.5601, 2.9888, -3.8541)  1.154
O (-0.4043, 2.7783, -3.5497)  -0.746
C (-2.6634, 3.0944, -2.9223)  -0.701
C (-3.8825, 3.3744, -3.3712)  0.554
O (-4.9430, 3.3523, -2.5513)  -0.507
H (-3.2762, 3.5787, -6.8007)  0.457
H (-0.1303, 2.6233, -5.5897)  0.373
H (-2.5278, 2.8150, -1.8851)  0.655
H (-5.7480, 3.3090, -3.0887)  0.341
O (0.6074, 2.4897, -0.4913)  -0.501
C (0.4902, 1.4400, 0.0845)  0.579
C (1.0952, 1.1544, 1.3640)  -0.851
C (1.1459, -0.0702, 1.9043)  -0.134
O (1.8449, -0.3396, 2.9749)  -0.579
C (0.4731, -1.2343, 1.1960)  0.288
O (0.6637, -2.3634, 1.5812)  -0.737
C (-0.3525, -0.8867, 0.0602)  -0.084
C (-0.3304, 0.3244, -0.5056)  -0.238
O (-0.8882, 0.5051, -1.6852)  -0.173
H (1.5949, 1.9836, 1.8502)  0.911
H (1.8160, -1.3025, 3.2037)  0.504
H (-0.8612, -1.6658, -0.4939)  0.873
H (-0.7141, 1.3631, -2.1081)  -0.105
O (-3.0763, -2.4511, -3.6060)  -0.662
C (-3.4103, -1.9718, -2.5484)  1.068
C (-3.3387, -2.6405, -1.2571)  -0.823
C (-3.6310, -1.9885, -0.1252)  0.421
O (-3.6592, -2.5898, 1.0557)  -0.540
C (-3.9857, -0.5312, -0.1057)  0.726
O (-4.0590, 0.0678, 0.9428)  -0.674
C (-4.1545, 0.1173, -1.4054)  -0.917
C (-3.9243, -0.5516, -2.5320)  0.291
O (-4.0546, 0.0045, -3.7398)  -0.552
H (-3.0289, -3.6701, -1.1352)  0.383
H (-4.0067, -1.9502, 1.7015)  0.338
H (-4.5965, 1.1056, -1.3907)  0.576
H (-3.4852, -0.5087, -4.3442)  0.389
O (-0.6994, -4.5302, 0.2070)  -0.099
C (-0.9995, -5.5229, 0.8200)  0.805
C (-1.8787, -6.5715, 0.2987)  -1.104
C (-2.1930, -7.6348, 1.0430)  0.129
O (-2.9803, -8.6092, 0.5746)  -0.572
C (-1.5831, -7.8798, 2.3846)  0.785
O (-1.7675, -8.9269, 2.9567)  -0.610
C (-0.7848, -6.7853, 2.9514)  -0.542
C (-0.4928, -5.7076, 2.2203)  0.329
O (0.0986, -4.6300, 2.7578)  -0.425
H (-2.2457, -6.4809, -0.7150)  0.459
H (-2.8749, -9.3760, 1.1642)  0.354
H (-0.5748, -6.8582, 4.0090)  0.466
H (0.1994, -3.9304, 2.0716)  0.432
C (3.7966, 4.3269, 1.3003)  -0.477
O (3.3886, 5.2103, 2.3522)  -0.325
P (2.3851, 4.7071, 3.4625)  0.888
O (2.8256, 3.5503, 4.2268)  -0.742
O (2.1638, 6.0036, 4.3303)  -0.373
C (2.0795, 7.2974, 3.7052)  -0.528
O (1.0325, 4.5239, 2.6459)  0.191
C (-0.0203, 3.7851, 3.2566)  -0.860
H (3.2306, 3.3988, 1.3055)  0.097
H (4.8544, 4.1008, 1.4275)  0.311
H (3.6726, 4.8521, 0.3555)  0.249
H (1.2928, 7.3053, 2.9495)  0.199
H (3.0414, 7.5609, 3.2728)  0.259
H (1.8236, 8.0027, 4.4906)  0.272
H (-0.8503, 3.7029, 2.5619)  0.248
H (-0.3883, 4.2699, 4.1680)  0.335
H (0.2726, 2.7871, 3.5860)  0.322
C (0.5456, 7.6613, -0.4945)  -0.849
N (0.7602, 6.9238, -1.7237)  0.153
C (0.5410, 5.4718, -1.6418)  -0.516
C (1.1736, 7.5145, -2.8594)  0.167
O (1.5317, 8.6733, -2.9748)  -0.596
H (0.7471, 8.7229, -0.5631)  0.352
H (1.2297, 7.2591, 0.2654)  0.190
H (-0.4780, 7.4804, -0.1548)  0.308
H (-0.5433, 5.3414, -1.5418)  0.246
H (0.8908, 4.9776, -2.5385)  0.279
H (1.0130, 5.1111, -0.7311)  -0.028
H (1.1845, 6.8556, -3.7452)  0.288
C (1.6373, -5.0354, -2.2960)  -0.492
N (1.6215, -3.8223, -3.0931)  0.105
C (2.8872, -3.4367, -3.6774)  -1.007
C (0.4891, -3.1110, -3.3109)  0.403
O (0.4117, -2.1359, -4.0436)  -0.688
H (0.7193, -5.2000, -1.7422)  -0.189
H (2.4786, -4.9744, -1.6038)  0.289
H (1.7777, -5.8634, -2.9974)  0.363
H (3.2588, -4.2187, -4.3403)  0.315
H (2.7284, -2.5683, -4.3112)  0.310
H (3.5442, -3.1791, -2.8467)  0.325
H (-0.3606, -3.5341, -2.7556)  0.210
C (3.4843, -5.7740, 5.3054)  -0.955
N (3.2022, -4.6312, 4.4688)  0.197
C (4.1836, -4.2583, 3.4957)  -0.897
C (2.1675, -3.8112, 4.6996)  -0.035
O (1.9669, -2.7799, 4.0944)  -0.790
H (2.6576, -6.1182, 5.9230)  0.310
H (4.2954, -5.5493, 6.0142)  0.381
H (3.8420, -6.6155, 4.7119)  0.317
H (4.9091, -5.0534, 3.3362)  0.349
H (3.7120, -4.0907, 2.5231)  0.213
H (4.7295, -3.3450, 3.7396)  0.309
H (1.4979, -4.1661, 5.4963)  0.352